Record 1
101
Properties=species:S:1:pos:R:3 method="wB97M-V/def2-TZVPD" e_lumo_ev="-10.657 / -13.581" charge=+4 total_energy_ha=-3300.132271 gap_ha="0.2061 / 0.1687" multiplicity=6 homo_ev="-16.267 / -18.173" s_squared=8.828
Ir 0.991 -0.436 -0.347
O -0.024 1.033 -2.214
S -0.995 0.784 -0.991
C -1.288 2.497 -0.529
C -2.596 2.971 -0.486
C -2.834 4.362 -0.480
C -1.783 5.235 -0.430
C -1.753 6.761 -0.588
C -0.289 7.162 -0.294
C 0.422 5.813 -0.246
C 1.720 5.478 0.020
C 2.091 4.125 0.099
C 1.169 3.085 0.085
P 1.777 1.499 0.557
C 1.907 1.563 2.367
C 2.906 2.433 2.896
C 3.112 2.452 4.276
C 2.428 1.578 5.098
C 1.469 0.667 4.606
C 1.235 0.661 3.227
C 3.558 1.464 0.013
C 3.941 1.983 -1.218
C 5.230 1.779 -1.731
C 6.116 0.967 -1.036
C 5.749 0.464 0.178
C 4.488 0.747 0.776
C -0.218 3.349 -0.238
C -0.523 4.728 -0.331
C -2.233 -0.038 -1.954
C -2.895 0.852 -2.822
C -3.917 0.373 -3.598
C -4.332 -0.942 -3.529
C -5.537 -1.667 -4.121
C -5.443 -3.100 -3.541
C -4.250 -3.074 -2.591
C -3.694 -3.980 -1.720
C -2.579 -3.639 -0.915
C -2.001 -2.361 -0.939
P -0.654 -2.104 0.341
C -1.672 -1.889 1.793
C -2.325 -2.984 2.386
C -3.255 -2.680 3.379
C -3.323 -1.430 4.001
C -2.575 -0.382 3.455
C -1.801 -0.617 2.334
C 0.130 -3.695 0.554
C 0.386 -4.458 -0.601
C 0.895 -5.745 -0.495
C 1.176 -6.274 0.772
C 0.878 -5.499 1.901
C 0.455 -4.184 1.798
C -2.507 -1.389 -1.848
C -3.625 -1.785 -2.639
H -3.411 2.300 -0.746
H -3.865 4.743 -0.518
H -2.561 7.225 0.007
H -1.991 6.932 -1.612
H -0.116 7.741 0.620
H 0.101 7.785 -1.109
H 2.535 6.179 -0.034
H 3.144 3.891 0.150
H 3.494 3.066 2.200
H 3.775 3.202 4.726
H 2.655 1.535 6.209
H 0.755 0.087 5.251
H 0.540 -0.078 2.849
H 3.271 2.555 -1.860
H 5.577 2.215 -2.683
H 7.155 0.787 -1.371
H 6.448 -0.153 0.778
H 4.332 0.498 1.816
H -2.444 1.877 -2.859
H -4.481 1.088 -4.245
H -5.397 -1.660 -5.232
H -6.512 -1.224 -3.968
H -5.256 -3.773 -4.389
H -6.350 -3.457 -3.059
H -4.020 -5.022 -1.594
H -2.229 -4.341 -0.159
H -2.242 -4.004 1.977
H -3.888 -3.473 3.719
H -3.981 -1.256 4.861
H -2.665 0.618 3.856
H -1.286 0.136 1.827
H 0.178 -4.032 -1.610
H 1.030 -6.314 -1.435
H 1.409 -7.329 0.940
H 0.995 -5.934 2.886
H 0.322 -3.632 2.760
N 2.583 -1.550 0.501
C 3.057 -2.398 -0.625
C 2.880 -1.755 -2.035
N 1.639 -1.037 -2.180
H 3.308 -0.933 0.918
H 2.195 -2.065 1.304
H 2.485 -3.367 -0.569
H 4.138 -2.595 -0.504
H 3.054 -2.626 -2.701
H 3.745 -1.052 -2.121
H 0.890 -1.660 -2.551
H 1.694 -0.248 -2.823

Record 2
13
Properties=species:S:1:pos:R:3 method="wB97M-V/def2-TZVPD" e_lumo_ev="-0.481 / -0.693" total_energy_ha=-319.642810 gap_ha="0.3216 / 0.2967" homo_ev="-9.233 / -8.765"
C -1.642 -0.244 0.370
C 2.069 -0.268 -0.130
N -0.616 -0.012 -0.705
N 1.015 0.380 0.616
N -2.242 0.232 -0.836
O -2.829 1.304 -0.946
H -0.239 0.944 -0.630
H 0.778 -0.217 1.411
H -1.787 -1.296 0.596
H -1.646 0.446 1.213
H 1.897 -1.329 -0.350
H 2.244 0.259 -1.068
H 2.998 -0.199 0.458

Record 3
45
Properties=species:S:1:pos:R:3 method="wB97M-V/def2-TZVPD" e_lumo_ev=-8.167 charge=+2 total_energy_ha=-4259.462370 gap_ha=0.2246 homo_ev=-14.279
Ta 0.203 -1.228 0.326
Br 2.780 -1.086 0.886
C 2.572 -0.328 2.656
C 3.674 0.129 3.395
C 3.399 0.718 4.654
C 2.118 0.866 5.111
C 1.069 0.354 4.350
C -0.265 0.519 4.812
C -1.377 0.424 3.985
C -1.139 0.018 2.650
C 0.110 -0.374 2.212
C 1.222 -0.277 3.042
H 4.665 0.166 2.948
H 4.281 1.211 5.060
H 2.037 1.461 6.021
H -0.339 0.927 5.809
H -2.373 0.858 4.218
H -1.985 -0.014 1.940
C -4.110 0.683 -4.393
C -2.784 0.586 -4.775
C -1.847 0.473 -3.826
C -2.156 0.451 -2.442
C -3.503 0.584 -2.052
C -4.477 0.697 -3.036
Si -0.824 0.624 -1.195
C 0.892 0.200 -1.784
C 0.963 -1.176 -2.125
C 2.089 -1.795 -2.598
C 3.181 -0.964 -2.919
C 3.111 0.431 -2.706
C 2.010 1.007 -2.058
H -4.816 0.823 -5.213
H -2.495 0.625 -5.796
H -0.801 0.306 -4.104
H -3.810 0.527 -0.968
H -5.546 0.678 -2.764
H -1.098 1.927 -0.419
H 0.050 -1.701 -2.013
H 2.150 -2.893 -2.793
H 4.079 -1.422 -3.371
H 3.933 1.056 -2.983
H 2.107 2.051 -1.725
S -3.415 -3.105 2.156
C -2.218 -2.677 1.293
N -1.312 -2.341 0.532

Record 4
26
Properties=species:S:1:pos:R:3 method="wB97M-V/def2-TZVPD" e_lumo_ev=2.301 charge=-1 total_energy_ha=-929.220571 gap_ha=0.2044 homo_ev=-3.261
Pb -0.866 0.264 -0.403
F -2.466 1.165 1.440
F -3.162 -0.346 -1.020
C 1.857 -1.043 3.218
C 1.072 -1.434 1.964
O -0.114 -0.754 1.861
H 2.699 -1.735 3.386
H 1.182 -1.051 4.075
H 2.334 -0.057 3.174
H 0.867 -2.528 2.035
H 1.721 -1.265 1.067
O -0.536 -2.383 -1.136
H -0.261 -2.908 -1.892
H -0.998 -2.996 -0.553
O 0.422 2.471 0.466
H -0.049 2.903 1.191
H 1.353 2.505 0.702
O -1.945 2.460 -1.344
H -2.794 2.655 -0.926
H -1.771 3.183 -1.952
O -1.175 -0.240 -3.041
H -0.668 -0.662 -3.741
H -2.074 -0.601 -3.096
O 1.486 0.612 -1.665
H 2.221 1.035 -1.208
H 1.663 0.751 -2.602

Record 5
16
Properties=species:S:1:pos:R:3 method="wB97M-V/def2-TZVPD" e_lumo_ev=0.796 total_energy_ha=-304.998622 gap_ha=0.3666 homo_ev=-9.181
C -0.016 -1.089 -1.144
C 0.796 0.298 -0.827
N 2.929 1.415 1.046
C 1.551 1.187 1.309
N 0.652 0.875 0.501
H 0.158 -1.560 -2.110
H 0.127 -1.876 -0.392
H -1.047 -0.723 -1.107
H 1.798 0.523 -1.239
H 0.061 0.940 -1.412
H 3.051 1.145 0.073
H 3.554 1.101 1.769
H 1.322 1.421 2.402
H -4.343 -0.807 0.226
H -5.303 -1.894 0.564
O -5.290 -0.956 0.341

Values for energy relative to the best compared isomer or geometry (same formula, charge and spin), kJ/mol, ordered as above
60.24 805.95 22.60 0.00 199.61